Record 1
Computed, not measured: a cluster of 17 separate species, C23H73ClN2O16 in total at a distorted geometry, with the ωB97M-V functional and the def2-TZVPD basis.

Geometry (Å):
C 2.4328 0.7357 2.1538
C 1.4324 -0.5303 1.8699
Cl 2.1205 -1.9736 2.8792
C -0.1118 -0.3073 2.4737
C -0.9227 0.6736 1.4478
C -0.5388 2.2919 1.6230
N -0.1618 3.4195 2.1878
C -2.5530 0.5912 1.5167
C -3.1668 -0.4543 2.6182
N -3.5750 -1.5564 3.2146
H 2.2340 1.3136 3.1516
H 2.3378 1.4984 1.2404
H 3.5420 0.3121 2.1083
H 1.4150 -0.9152 0.7630
H -0.0014 0.2665 3.4980
H -0.5481 -1.3947 2.5810
H -0.5672 0.4012 0.3429
H -2.9677 1.6704 1.8145
H -2.9418 0.4140 0.4083
C 1.6080 -6.0679 4.2966
O 1.5111 -4.8715 5.0472
H 1.3599 -6.9135 4.9423
H 0.9056 -6.0325 3.4603
H 2.6289 -6.1838 3.9241
H 1.7366 -4.1393 4.4483
C 5.5841 -5.1346 5.4832
O 4.4643 -5.7288 4.8527
H 6.4842 -5.6863 5.2023
H 5.6789 -4.0962 5.1564
H 5.4573 -5.1763 6.5678
H 3.6812 -5.2183 5.1204
C -0.3056 4.9942 -1.3449
O 0.2278 5.8557 -0.3561
H -0.4601 5.5622 -2.2652
H 0.3962 4.1788 -1.5360
H -1.2624 4.5928 -1.0020
H 0.3541 5.3241 0.4482
C -4.7450 1.9730 -1.7621
O -3.5033 1.4853 -1.2883
H -5.5522 1.4820 -1.2136
H -4.8000 3.0521 -1.5985
H -4.8428 1.7498 -2.8274
H -2.8067 1.9386 -1.7931
C -0.4586 -2.5110 -0.8736
O -0.9835 -1.9166 0.2993
H 0.1348 -1.7690 -1.4129
H 0.1785 -3.3560 -0.6012
H -1.2797 -2.8503 -1.5100
H -1.5049 -2.5983 0.7565
C 8.7778 -6.6400 3.1427
O 8.8711 -6.0975 4.4470
H 7.7526 -6.5259 2.7829
H 9.4576 -6.1050 2.4750
H 9.0364 -7.7014 3.1692
H 9.7912 -6.2130 4.7395
C 0.4416 6.2656 -5.4039
O -0.5031 5.3470 -4.8865
H 0.4611 7.1524 -4.7661
H 1.4322 5.8045 -5.4134
H 0.1529 6.5547 -6.4175
H -0.4981 4.5711 -5.4727
C 10.7759 -2.8145 4.0561
O 9.7358 -2.4705 3.1594
H 11.5753 -2.0745 3.9738
H 10.3902 -2.8188 5.0785
H 11.1681 -3.8016 3.7992
H 9.0414 -3.1445 3.2548
C -1.8218 8.0973 -8.1488
O -0.4961 8.2348 -8.6262
H -1.8323 8.2801 -7.0717
H -2.4665 8.8261 -8.6461
H -2.1785 7.0837 -8.3478
H -0.5182 8.0671 -9.5838
C -1.2663 1.1955 -6.0598
O -0.4253 2.0974 -6.7552
H -2.2436 1.6615 -5.9139
H -1.3850 0.2809 -6.6459
H -0.8270 0.9628 -5.0866
H 0.4338 1.6567 -6.8699
C 9.8337 -10.5083 3.5212
O 10.6747 -9.6064 2.8258
H 8.8564 -10.0423 3.6671
H 9.7150 -11.4229 2.9352
H 10.2730 -10.7409 4.4944
H 11.5338 -10.0471 2.7111
C -7.6828 -1.0404 -2.1576
O -7.1494 -0.1789 -1.1689
H -7.8373 -0.4723 -3.0779
H -6.9810 -1.8558 -2.3488
H -8.6397 -1.4418 -1.8147
H -7.0231 -0.7104 -0.3645
C -7.1458 4.0922 0.6744
O -8.0906 3.1736 1.1919
H -7.1263 4.9790 1.3123
H -6.1552 3.6310 0.6649
H -7.4345 4.3813 -0.3391
H -8.0856 2.3977 0.6057
C 2.3157 2.4748 -9.9064
O 2.0851 1.9566 -8.6093
H 2.3747 1.6454 -10.6150
H 1.4911 3.1341 -10.1883
H 3.2582 3.0278 -9.9166
H 2.0374 2.7151 -8.0027
C -6.9987 -0.0017 3.2517
O -6.4888 -0.7611 2.1711
H -8.0569 -0.2387 3.3843
H -6.4539 -0.2541 4.1647
H -6.8907 1.0635 3.0328
H -5.5490 -0.5298 2.0775
C -9.4092 4.5082 4.4800
O -8.0835 4.6456 4.0026
H -9.4197 4.6909 5.5570
H -10.0539 5.2369 3.9826
H -9.7659 3.4946 4.2810
H -8.1056 4.4780 3.0450

For the total energy, the calculation gives -73284.0180 eV. For the LUMO energy, the calculation gives -0.094 eV.


Record 2
Computed, not measured: a structure of composition C24H12BCl5F2N5Tc, with the ωB97M-V functional and the def2-TZVPD basis.

Geometry (Å):
Tc -1.1272 0.3712 0.0938
C -3.9202 -2.5964 1.5334
C -3.2374 -3.3642 2.4771
C -1.9111 -3.1010 2.7029
C -1.2595 -2.0738 2.0035
N -1.9325 -1.3208 1.1061
C -3.2423 -1.6023 0.8854
N 0.0792 -1.9445 2.2746
C 0.8660 -1.0605 1.7967
N 0.5811 0.0292 0.9744
C 1.7811 0.6398 0.6050
N 1.9758 1.6515 -0.1508
C 0.9994 2.4725 -0.6571
C 1.4621 3.6339 -1.2886
C 0.5747 4.5804 -1.7358
C -0.7886 4.3732 -1.5318
C -1.1926 3.2113 -0.9326
N -0.3288 2.2442 -0.5274
C 2.8781 -0.0781 1.2635
C 4.2423 0.1407 1.2344
C 5.0303 -0.7101 1.9989
C 4.4655 -1.7326 2.7622
C 3.0926 -1.9443 2.7846
C 2.3177 -1.0943 2.0191
H -4.9628 -2.7644 1.3084
H -3.7409 -4.1555 3.0152
H -1.3208 -3.6665 3.4074
H -3.7452 -0.9860 0.1559
H 2.5307 3.7528 -1.3827
H 0.9305 5.4810 -2.2174
H -1.5267 5.1021 -1.8317
H -2.2378 3.0251 -0.7489
H 4.6688 0.9357 0.6390
H 6.1042 -0.5809 2.0065
H 5.1137 -2.3721 3.3460
H 2.6443 -2.7353 3.3693
Cl 1.5757 -1.8929 -1.5944
C 0.2822 -1.1852 -2.4978
C -0.7879 -0.6099 -1.8181
C -1.7682 -0.0830 -2.6168
Cl -3.0715 0.6901 -1.6601
C -1.7960 -0.0104 -3.9947
Cl -3.0653 0.7571 -4.8412
C -0.7154 -0.6123 -4.6403
Cl -0.6569 -0.6197 -6.3493
C 0.3176 -1.2089 -3.8940
Cl 1.6277 -1.9466 -4.7140
F -2.1961 1.1534 2.9067
B -2.3415 1.4517 1.6252
F -3.2681 2.3553 1.3302

The calculation puts the relative energy (zero: lowest compared OMol25 entry of this formula, charge and spin) at 29.5 kcal/mol. As for the expectation value of S²: 3.771. As for the spin multiplicity: 4. For the total energy, the calculation gives -103452.9639 eV. The total charge is +1. For the LUMO energy (alpha / beta), the calculation gives -4.023 / -5.117 eV.


Record 3
Computed, not measured: a structure of composition C24H13Cl40N2O4 at a distorted geometry, with the ωB97M-V functional and the def2-TZVPD basis.

Geometry (Å):
C 3.2173 -3.5731 2.7400
C 2.9798 -3.0864 1.5348
C 2.7139 -2.5911 0.0373
C 1.4289 -1.6314 -0.1439
C 1.1499 -0.6265 1.0873
C -0.3650 -0.0270 0.9528
C -0.6053 1.4984 0.5876
C 0.5572 2.5732 0.2957
O 1.2949 2.1653 -0.9242
O 2.4686 2.8528 -0.8748
C -2.1194 1.9914 0.5214
O -2.4702 3.3532 0.1955
C -3.3101 1.0012 0.8329
N -4.7553 1.3260 0.8412
C -5.1529 1.8276 -0.3139
O -5.2099 2.1481 -1.5399
C -2.9198 -0.4994 1.1635
N -1.5100 -0.9378 1.2140
C -1.3155 -2.3738 1.5744
C -1.0395 -3.6407 1.7713
H 3.0856 -4.1229 3.7529
H 3.6957 -2.1572 -0.4204
H 2.4967 -3.5534 -0.5883
H 0.5210 -2.3016 -0.4196
H 1.6027 -0.9590 -1.0831
H 1.9301 0.2342 1.0541
H 1.1959 -1.1064 2.1305
H 0.0623 3.5919 0.0152
H 1.2271 2.6360 1.2276
H 2.9770 2.4781 -0.1020
H -2.8353 3.7656 1.0192
H -3.7684 -1.2692 1.3682
H -0.7217 -4.7434 1.5794
C 5.8470 1.4725 -2.6570
Cl 5.0076 0.0128 -2.0804
Cl 6.3216 2.4716 -1.2644
Cl 7.2972 1.0003 -3.5689
Cl 4.7600 2.4027 -3.7109
C -0.4952 -7.5938 -0.1125
Cl -2.2379 -7.6097 0.2389
Cl 0.3870 -6.9586 1.2957
Cl 0.0553 -9.2469 -0.4591
Cl -0.1823 -6.5555 -1.5232
C -1.0669 4.4049 3.9761
Cl -2.7345 4.9476 3.6785
Cl -0.5385 4.9631 5.5776
Cl -0.9996 2.6291 3.9163
Cl 0.0058 5.0769 2.7291
C -3.4640 -8.8822 -3.6691
Cl -3.2872 -10.5651 -3.1244
Cl -3.6220 -8.8453 -5.4394
Cl -4.9151 -8.1688 -2.9292
Cl -2.0308 -7.9483 -3.1813
C 5.7290 -1.4121 5.6253
Cl 4.6724 -1.3904 7.0552
Cl 6.0301 0.2552 5.0855
Cl 7.2732 -2.1884 6.0410
Cl 4.9385 -2.3249 4.3178
C -8.4637 3.7986 -1.9597
Cl -9.1600 5.0833 -0.9461
Cl -7.3556 2.8035 -0.9830
Cl -9.7684 2.7762 -2.6014
Cl -7.5647 4.5284 -3.3074
C -3.4756 9.1496 4.6513
Cl -5.1239 8.9336 5.2810
Cl -2.6558 10.4355 5.5646
Cl -2.5708 7.6278 4.8258
Cl -3.5516 9.5991 2.9327
C 4.8806 -6.8546 0.9796
Cl 4.1679 -5.5479 1.9609
Cl 5.9691 -7.8337 1.9899
Cl 3.5814 -7.8843 0.3365
Cl 5.7993 -6.1480 -0.3688
C 2.8532 2.8864 -7.6836
Cl 2.0166 1.4276 -7.1054
Cl 3.3296 3.8862 -6.2925
Cl 4.3023 2.4154 -8.5986
Cl 1.7636 3.8167 -8.7360
C -1.6464 4.1822 -3.3687
Cl -0.2826 3.4128 -2.5252
Cl -1.3247 4.2042 -5.1167
Cl -3.1339 3.2633 -3.0522
Cl -1.8428 5.8489 -2.7806

The calculation puts the relative energy (zero: lowest compared OMol25 entry of this formula, charge and spin) at 191.9 kcal/mol. For the total energy, the calculation gives -537137.9919 eV. The total charge is +1. For the LUMO energy, the calculation gives -4.794 eV.